# 1
A 2-piece molecular cluster, C3H10N2O overall at a distorted geometry. Source: the OMol25 dataset; level of theory: the ωB97M-V functional and the def2-TZVPD basis.

Geometry as XYZ:
```
16
Properties=species:S:1:pos:R:3:lowdin_spin:R:1
C -0.239 -1.714 -1.372 0.089
C -0.201 -0.474 -0.495 0.189
C -1.275 -0.181 0.340 0.285
N -1.195 0.431 1.647 0.113
N 0.961 0.228 -0.528 0.042
H 0.123 -1.660 -2.381 0.007
H -1.267 -2.095 -1.271 0.013
H 0.506 -2.522 -0.930 0.079
H -2.291 -0.214 0.060 0.065
H -0.193 0.456 1.988 0.018
H -1.649 1.318 1.705 0.019
H 1.513 -0.002 -1.356 0.030
H 1.584 -0.123 0.155 0.013
H 0.655 1.668 0.369 0.008
H 1.958 2.482 1.053 0.008
O 1.011 2.403 1.016 0.024
```

For the HOMO energy (spin up / spin down), the calculation gives 0.0504 / -0.0784 Eh. As for the expectation value of S²: 0.76. As for the total charge: -1. The value obtained for the HOMO-LUMO gap (spin up / spin down) is 2.8 / 6.2 eV. The LUMO energy (spin up / spin down) is 4.2 / 4.1 eV. The maximum force comes out at 0.0847 Eh/bohr. Its energy above the lowest of the compared OMol25 structures with the same formula, charge and spin is 217.91 kJ/mol. The multiplicity is 2.

---

# 2
C2HO3Pt as an isolated structure at a distorted geometry. Source: the OMol25 dataset; level of theory: the ωB97M-V functional and the def2-TZVPD basis.

Geometry as XYZ:
```
7
Properties=species:S:1:pos:R:3:lowdin_spin:R:1
O 0.204 -0.783 1.182 0.272
O -0.639 2.373 0.895 0.175
O 0.070 -0.485 -0.891 0.485
C -0.399 1.327 0.484 0.184
C 0.272 0.103 0.236 0.409
Pt 0.461 -0.893 -2.414 1.469
H 0.032 -1.641 0.508 0.006
```

For the HOMO energy (spin up / spin down), the calculation gives -0.7336 / -0.8244 Eh. As for the expectation value of S²: 3.76. As for the total charge: +2. The value obtained for the HOMO-LUMO gap (spin up / spin down) is 8.2 / 8.1 eV. The LUMO energy (spin up / spin down) is -11.8 / -14.4 eV. The maximum force comes out at 0.2615 Eh/bohr. Its energy above the lowest of the compared OMol25 structures with the same formula, charge and spin is 0.00 kJ/mol. The multiplicity is 4.

---

# 3
An isolated ion of composition C4H7N2 and charge +1 at a distorted geometry. Source: the OMol25 dataset; level of theory: the ωB97M-V functional and the def2-TZVPD basis.

Geometry as XYZ:
```
13
Properties=species:S:1:pos:R:3:mulliken_charge:R:1
C -1.732 0.975 -0.058 -1.120
C -0.332 0.526 -0.029 0.613
N 0.600 1.356 -0.067 -0.341
N 1.886 0.574 -0.114 -0.129
C 1.540 -0.752 -0.080 -0.428
C 0.106 -0.911 0.044 -0.364
H -2.278 0.143 0.152 0.385
H -1.855 1.131 -1.124 0.340
H -1.784 1.890 0.505 0.377
H 2.213 -0.569 0.992 0.355
H 2.146 -1.475 -0.532 0.542
H -0.169 -1.387 0.990 0.349
H -0.342 -1.503 -0.679 0.421
```

For the HOMO energy, the calculation gives -0.6113 Eh. As for the total charge: +1. The value obtained for the HOMO-LUMO gap is 9.4 eV. The LUMO energy is -7.2 eV. The maximum force comes out at 0.1157 Eh/bohr. Its energy above the lowest of the compared OMol25 structures with the same formula, charge and spin is 552.43 kJ/mol.

---

# 4
C12H22MnN3O5P as an isolated structure at a distorted geometry. Source: the OMol25 dataset; level of theory: the ωB97M-V functional and the def2-TZVPD basis.

Geometry as XYZ:
```
44
Properties=species:S:1:pos:R:3:lowdin_spin:R:1
Mn -0.115 -0.351 -2.837 3.010
O 0.077 2.439 -1.783 0.114
C -0.027 1.360 -2.231 0.136
C -0.196 -2.166 -2.564 0.101
O -0.290 -3.308 -2.393 0.085
C 1.698 -0.394 -2.629 0.125
O 2.846 -0.348 -2.442 0.108
C -1.940 -0.293 -2.770 0.117
O -3.099 -0.239 -2.669 0.102
C -0.161 0.330 -6.621 0.028
H -1.061 0.948 -6.610 -0.001
H 0.794 0.860 -6.588 -0.001
C -0.224 -1.002 -6.691 0.031
H 0.675 -1.621 -6.718 -0.001
H -1.179 -1.530 -6.737 -0.001
C 2.295 1.296 2.444 0.006
N 1.650 0.171 1.773 0.040
C 2.585 -0.875 1.349 0.003
P 0.023 -0.079 1.501 -0.009
O -0.211 -0.911 0.272 0.073
N -0.725 -0.947 2.796 0.523
C -1.569 -2.099 2.478 0.058
C -0.189 -0.938 4.141 0.054
N -0.814 1.355 1.421 0.156
C -0.382 2.668 1.843 0.016
C -2.245 1.305 1.111 0.007
H 3.383 1.143 2.430 0.000
H 2.002 1.397 3.507 0.003
H 2.108 2.245 1.913 0.001
H 2.797 -1.589 2.164 0.001
H 2.161 -1.393 0.485 0.000
H 3.526 -0.391 1.062 0.001
H -1.390 -2.407 1.434 0.007
H -1.284 -2.916 3.157 0.012
H -2.640 -1.869 2.607 0.029
H -0.449 -1.903 4.593 0.004
H 0.909 -0.832 4.087 0.015
H -0.616 -0.129 4.754 0.026
H 0.237 3.153 1.073 0.008
H -1.262 3.315 1.993 0.000
H 0.158 2.629 2.798 0.005
H -2.437 1.706 0.103 0.005
H -2.619 0.279 1.158 0.000
H -2.799 1.927 1.834 0.002
```

For the HOMO energy (spin up / spin down), the calculation gives -0.5020 / -0.5534 Eh. As for the expectation value of S²: 8.81. As for the total charge: +2. The value obtained for the HOMO-LUMO gap (spin up / spin down) is 7.3 / 5.1 eV. The LUMO energy (spin up / spin down) is -6.3 / -10.0 eV. The maximum force comes out at 0.1434 Eh/bohr. The multiplicity is 6.

---

# 5
A 2-piece molecular cluster, H4O2 overall at a distorted geometry. Source: the OMol25 dataset; level of theory: the ωB97M-V functional and the def2-TZVPD basis.

Geometry as XYZ:
```
6
Properties=species:S:1:pos:R:3:mulliken_charge:R:1
O 1.775 0.096 -0.058 -0.641
H 2.115 -0.817 -0.041 0.315
H 1.054 0.104 0.585 0.317
O -1.628 -0.064 0.024 -0.623
H -1.865 0.911 -0.119 0.324
H -2.475 -0.453 -0.156 0.307
```

For the HOMO energy, the calculation gives -0.4105 Eh. The value obtained for the HOMO-LUMO gap is 12.0 eV. The LUMO energy is 0.8 eV. The maximum force comes out at 0.0524 Eh/bohr. Its energy above the lowest of the compared OMol25 structures with the same formula, charge and spin is 22.47 kJ/mol.

---

# 6
An isolated molecule of C5H9NO2S2 at a distorted geometry. Source: the OMol25 dataset; level of theory: the ωB97M-V functional and the def2-TZVPD basis.

Geometry as XYZ:
```
19
Properties=species:S:1:pos:R:3:mulliken_charge:R:1
C 1.148 -0.760 0.031 0.628
C 0.760 -2.157 -0.353 -0.868
C -1.441 -0.616 0.007 -0.208
C 0.389 2.349 -0.514 -0.957
C 0.255 1.398 0.716 -0.749
N 0.120 0.054 0.309 0.097
O 2.254 -0.315 0.062 -0.622
O -0.980 -1.297 -2.294 -0.582
S -2.162 -0.997 1.568 -0.148
S -1.007 -2.006 -1.041 0.454
H 1.191 -2.571 -1.189 0.459
H 0.675 -2.728 0.511 0.380
H -2.134 -0.007 -0.456 0.376
H 1.300 2.498 -0.916 0.359
H -0.408 1.979 -1.307 0.209
H 0.226 3.377 -0.148 0.318
H 1.230 1.466 1.416 0.317
H -0.439 1.752 1.514 0.405
H -0.978 -1.420 2.083 0.132
```

For the HOMO energy, the calculation gives -0.3444 Eh. The value obtained for the HOMO-LUMO gap is 9.7 eV. The LUMO energy is 0.3 eV. The maximum force comes out at 0.1154 Eh/bohr. Its energy above the lowest of the compared OMol25 structures with the same formula, charge and spin is 236.94 kJ/mol.